(1)
{"formula": "C4H10O2", "method": "ωB97M-V/def2-TZVPD", "symbols": ["C", "C", "O", "C", "C", "O", "H", "H", "H", "H", "H", "H", "H", "H", "H", "H"], "xyz": [[-1.373, -1.088, -0.569], [-0.455, -0.363, 0.399], [0.054, -1.283, 1.368], [0.749, 0.362, -0.301], [0.592, 1.892, -0.158], [1.949, 0.056, 0.370], [-0.793, -1.800, -1.170], [-1.870, -0.396, -1.256], [-2.144, -1.634, -0.013], [-1.042, 0.365, 0.970], [0.073, -2.159, 0.967], [0.835, -0.095, -1.321], [-0.212, 2.376, -0.726], [0.381, 2.075, 0.904], [1.530, 2.421, -0.359], [1.727, -0.729, 0.895]], "smiles": "C[C@@H](O)[C@@H](C)O", "homo_energy_ev": -9.9, "lumo_energy_ev": 0.849, "energy_ha": -308.86741, "e_above_lowest_kcal_mol": 19.3, "max_force_ev_per_a": 1.1}



(2)
{"formula": "C39H84F9NO13S", "method": "ωB97M-V/def2-TZVPD", "symbols": ["C", "C", "C", "O", "C", "N", "C", "C", "O", "O", "O", "C", "S", "O", "O", "C", "F", "F", "C", "F", "F", "C", "F", "F", "C", "F", "F", "F", "H", "H", "H", "H", "H", "H", "H", "H", "H", "H", "H", "H", "H", "H", "C", "C", "O", "C", "C", "H", "H", "H", "H", "H", "H", "H", "H", "H", "H", "C", "C", "O", "C", "C", "H", "H", "H", "H", "H", "H", "H", "H", "H", "H", "C", "C", "O", "C", "C", "H", "H", "H", "H", "H", "H", "H", "H", "H", "H", "C", "C", "O", "C", "C", "H", "H", "H", "H", "H", "H", "H", "H", "H", "H", "C", "C", "O", "C", "C", "H", "H", "H", "H", "H", "H", "H", "H", "H", "H", "C", "C", "O", "C", "C", "H", "H", "H", "H", "H", "H", "H", "H", "H", "H", "C", "C", "O", "C", "C", "H", "H", "H", "H", "H", "H", "H", "H", "H", "H"], "xyz": [[-5.107, 0.277, -4.213], [-5.186, 1.554, -3.820], [-4.169, 2.572, -4.277], [-3.201, 2.930, -3.293], [-1.998, 2.204, -3.332], [-0.918, 3.171, -3.589], [-1.754, 1.501, -1.993], [-0.872, 0.269, -2.175], [-1.482, -0.681, -3.012], [-2.197, -1.578, -2.139], [-1.067, 2.308, -1.056], [-1.762, 3.456, -0.688], [-1.928, 3.521, 1.095], [-2.153, 2.186, 1.561], [-2.915, 4.505, 1.427], [-0.297, 3.986, 1.870], [0.629, 3.139, 1.417], [-0.459, 3.769, 3.179], [0.208, 5.441, 1.627], [1.548, 5.409, 1.647], [-0.181, 5.847, 0.406], [-0.219, 6.485, 2.690], [-1.530, 6.386, 2.932], [0.432, 6.237, 3.832], [0.076, 7.971, 2.260], [0.454, 8.663, 3.341], [-1.027, 8.537, 1.774], [1.055, 8.047, 1.359], [-5.966, -0.302, -4.532], [-4.121, -0.182, -4.269], [-5.971, 1.891, -3.149], [-3.724, 2.263, -5.226], [-4.737, 3.485, -4.474], [-2.014, 1.457, -4.135], [-1.156, 3.620, -4.470], [-0.069, 2.651, -3.804], [-2.708, 1.141, -1.588], [0.062, 0.564, -2.666], [-0.583, -0.144, -1.209], [-2.718, -2.094, -2.767], [-1.278, 4.346, -1.091], [-2.808, 3.451, -1.012], [0.500, -3.808, 0.765], [0.419, -3.201, -0.626], [1.619, -2.575, -1.052], [2.749, -3.425, -1.151], [2.590, -4.548, -2.161], [0.872, -3.072, 1.479], [-0.488, -4.141, 1.083], [1.167, -4.672, 0.797], [-0.333, -2.415, -0.638], [0.098, -3.952, -1.357], [3.012, -3.829, -0.167], [3.573, -2.779, -1.456], [1.847, -5.281, -1.844], [3.538, -5.073, -2.286], [2.275, -4.151, -3.128], [-5.015, 0.957, 2.284], [-5.325, 0.420, 0.899], [-5.378, -0.996, 0.824], [-6.366, -1.610, 1.629], [-7.789, -1.205, 1.280], [-4.122, 0.485, 2.691], [-4.848, 2.034, 2.233], [-5.833, 0.779, 2.986], [-4.531, 0.711, 0.210], [-6.255, 0.858, 0.515], [-6.166, -1.426, 2.691], [-6.241, -2.682, 1.466], [-7.987, -0.162, 1.528], [-8.499, -1.818, 1.837], [-7.971, -1.337, 0.212], [4.843, -4.033, 3.095], [4.748, -5.485, 2.659], [5.502, -5.787, 1.499], [6.902, -5.588, 1.610], [7.567, -6.448, 2.671], [4.623, -3.372, 2.255], [4.132, -3.832, 3.898], [5.838, -3.780, 3.465], [3.716, -5.721, 2.396], [5.023, -6.152, 3.485], [7.129, -4.530, 1.782], [7.303, -5.840, 0.629], [7.270, -6.154, 3.679], [8.651, -6.346, 2.605], [7.299, -7.498, 2.537], [-5.402, 8.077, -1.586], [-5.815, 7.501, -2.930], [-5.834, 6.085, -2.965], [-6.738, 5.457, -2.073], [-8.194, 5.810, -2.327], [-4.465, 7.629, -1.252], [-5.269, 9.156, -1.667], [-6.153, 7.894, -0.815], [-5.091, 7.793, -3.691], [-6.784, 7.908, -3.241], [-6.465, 5.669, -1.033], [-6.591, 4.387, -2.225], [-8.408, 6.852, -2.086], [-8.844, 5.189, -1.710], [-8.446, 5.652, -3.377], [-1.586, 1.706, 5.134], [-3.016, 1.395, 5.539], [-3.445, 0.091, 5.183], [-2.719, -0.975, 5.765], [-2.785, -1.012, 7.283], [-1.436, 1.485, 4.077], [-1.369, 2.760, 5.310], [-0.866, 1.120, 5.708], [-3.698, 2.070, 5.021], [-3.157, 1.565, 6.613], [-1.676, -0.960, 5.428], [-3.169, -1.881, 5.357], [-2.254, -0.173, 7.735], [-2.330, -1.930, 7.655], [-3.822, -0.972, 7.620], [1.753, -1.688, -5.794], [0.277, -1.327, -5.830], [-0.165, -0.823, -7.079], [-0.045, -1.710, -8.175], [-0.858, -2.986, -8.028], [2.358, -0.853, -6.151], [2.050, -1.929, -4.772], [1.978, -2.554, -6.418], [0.083, -0.531, -5.112], [-0.335, -2.181, -5.520], [1.008, -1.948, -8.365], [-0.402, -1.147, -9.038], [-0.467, -3.631, -7.239], [-0.836, -3.553, -8.959], [-1.895, -2.750, -7.784], [12.869, -5.978, 3.195], [12.007, -5.273, 2.161], [11.016, -4.429, 2.718], [11.494, -3.349, 3.500], [12.364, -2.369, 2.732], [12.243, -6.485, 3.930], [13.508, -6.715, 2.708], [13.516, -5.282, 3.730], [11.455, -6.014, 1.580], [12.633, -4.719, 1.453], [12.023, -3.719, 4.385], [10.598, -2.840, 3.858], [13.320, -2.809, 2.444], [12.576, -1.495, 3.349], [11.858, -2.042, 1.822]], "smiles": "C=CCO[C@@H](N)[C@@H](COO)OCS(=O)(=O)C(F)(F)C(F)(F)C(F)(F)C(F)(F)F.CCOCC.CCOCC.CCOCC.CCOCC.CCOCC.CCOCC.CCOCC", "homo_energy_ev": -9.1, "lumo_energy_ev": 0.608, "energy_ha": -3865.88876, "max_force_ev_per_a": 1.5}



(3)
{"formula": "C6H13N", "method": "ωB97M-V/def2-TZVPD", "symbols": ["C", "C", "N", "C", "C", "C", "C", "H", "H", "H", "H", "H", "H", "H", "H", "H", "H", "H", "H", "H"], "xyz": [[-0.103, -2.374, -0.876], [-0.177, -1.185, 0.083], [0.991, -0.310, 0.029], [1.599, 0.232, 1.212], [-0.237, 0.283, -0.268], [-0.726, 1.605, 1.151], [-0.635, 0.918, -1.583], [0.501, -3.194, -0.454], [-1.092, -2.785, -1.107], [0.375, -2.078, -1.815], [-0.642, -1.409, 1.047], [2.324, 1.004, 0.917], [0.685, 0.768, 1.656], [2.108, -0.545, 1.798], [-1.761, 1.568, 0.879], [-0.748, 1.747, 2.276], [-0.248, 2.533, 0.807], [-0.177, 0.454, -2.470], [-0.360, 1.977, -1.581], [-1.721, 0.840, -1.703]], "homo_energy_ev": -8.9, "lumo_energy_ev": 1.047, "energy_ha": -291.02210, "e_above_lowest_kcal_mol": 85.7, "max_force_ev_per_a": 2.5}